{
  "formula": "C39H23BCl84NO5P",
  "method": "wB97M-V/def2-TZVPD",
  "homo_lumo_gap_ev": 6.989,
  "charge": 0,
  "homo_energy_ev": -8.649,
  "total_energy_ev": -1114383.001,
  "multiplicity": 1,
  "species": ["C", "O", "B", "O", "C", "C", "C", "O", "C", "C", "C", "C", "C", "C", "C", "C", "C", "C", "C", "O", "C", "C", "P", "N", "C", "O", "H", "H", "H", "H", "H", "H", "H", "H", "H", "H", "H", "H", "H", "H", "H", "H", "H", "H", "H", "H", "H", "H", "H", "C", "Cl", "Cl", "Cl", "Cl", "C", "Cl", "Cl", "Cl", "Cl", "C", "Cl", "Cl", "Cl", "Cl", "C", "Cl", "Cl", "Cl", "Cl", "C", "Cl", "Cl", "Cl", "Cl", "C", "Cl", "Cl", "Cl", "Cl", "C", "Cl", "Cl", "Cl", "Cl", "C", "Cl", "Cl", "Cl", "Cl", "C", "Cl", "Cl", "Cl", "Cl", "C", "Cl", "Cl", "Cl", "Cl", "C", "Cl", "Cl", "Cl", "Cl", "C", "Cl", "Cl", "Cl", "Cl", "C", "Cl", "Cl", "Cl", "Cl", "C", "Cl", "Cl", "Cl", "Cl", "C", "Cl", "Cl", "Cl", "Cl", "C", "Cl", "Cl", "Cl", "Cl", "C", "Cl", "Cl", "Cl", "Cl", "C", "Cl", "Cl", "Cl", "Cl", "C", "Cl", "Cl", "Cl", "Cl", "C", "Cl", "Cl", "Cl", "Cl", "C", "Cl", "Cl", "Cl", "Cl"],
  "xyz": [[1.9621, 2.1637, -1.8786], [0.5365, 2.2274, -1.6542], [-0.0375, 0.9233, -1.6335], [-0.4913, 0.3667, -2.8365], [-0.1760, -0.0193, -0.3296], [0.8698, -0.7792, 0.1142], [2.2891, -0.8622, -0.5161], [2.3103, -1.3003, -1.8822], [1.9752, -2.6519, -2.0092], [0.6497, -2.9670, -2.5670], [0.1763, -4.3256, -2.7970], [-1.2378, -4.5690, -3.4350], [1.0805, -5.4249, -2.4300], [2.4046, -5.1021, -1.8746], [2.8814, -3.7391, -1.6568], [4.3218, -3.4881, -1.1030], [4.6086, -4.5992, -0.0126], [5.3200, -3.7365, -2.3305], [0.6417, -1.6200, 1.4090], [1.5589, -2.1159, 2.0362], [-0.7763, -1.8448, 2.0190], [-1.8232, -1.0826, 1.5763], [-3.4850, -1.3712, 2.3591], [-4.4878, -2.0527, 1.3331], [-1.5285, -0.0653, 0.4514], [-2.4135, 0.7147, 0.1557], [2.4651, 2.1072, -0.8674], [2.3614, 3.1034, -2.3516], [2.2764, 1.3051, -2.5319], [-0.1025, 0.8572, -3.5890], [2.8737, 0.0946, -0.4525], [2.8909, -1.6099, 0.0791], [-0.0390, -2.1279, -2.8348], [-1.7378, -5.4827, -3.0260], [-1.8796, -3.6517, -3.3898], [-1.0801, -4.7727, -4.5356], [0.7709, -6.4858, -2.6070], [3.0469, -5.9818, -1.6404], [4.5107, -2.4444, -0.7523], [3.6916, -4.8027, 0.5922], [5.4518, -4.3532, 0.6830], [4.9000, -5.5305, -0.5707], [5.2592, -4.8056, -2.6667], [4.9952, -3.0694, -3.1708], [6.3353, -3.4336, -1.9761], [-0.9137, -2.5969, 2.8372], [-3.9725, -0.1445, 2.8979], [-3.3059, -2.2658, 3.4619], [-4.7728, -2.9690, 1.6880], [5.4413, -7.8020, -4.7558], [6.5664, -7.7035, -3.3881], [4.0228, -6.7936, -4.4247], [6.2467, -7.2262, -6.2258], [4.9317, -9.4848, -4.9815], [8.7794, -2.5050, 0.5253], [8.5478, -4.0397, -0.3289], [8.8335, -2.8016, 2.2713], [10.3012, -1.7650, 0.0049], [7.4195, -1.4198, 0.1523], [10.1401, 2.6364, -0.7218], [10.2512, 2.8533, -2.4793], [11.7388, 2.2066, -0.0774], [9.5842, 4.1456, 0.0239], [8.9916, 1.3386, -0.3572], [3.8643, -5.0608, 4.0555], [3.1911, -5.4844, 5.6416], [3.7291, -6.4561, 2.9689], [2.9694, -3.6902, 3.3792], [5.5743, -4.6202, 4.2390], [-7.7828, -0.8767, -0.7761], [-8.5254, -1.2947, 0.7786], [-7.9538, -2.2436, -1.8941], [-8.6015, 0.5490, -1.4522], [-6.0667, -0.5135, -0.5437], [-8.4441, -5.1778, 1.7586], [-8.3143, -6.4565, 0.5374], [-8.5822, -5.9094, 3.3690], [-6.9987, -4.1521, 1.6979], [-9.8825, -4.1960, 1.4308], [10.1658, 3.2953, -6.9445], [9.9728, 1.7523, -7.7947], [10.2352, 3.0018, -5.1950], [11.6662, 4.0765, -7.4710], [8.7896, 4.3483, -7.3132], [-8.7896, -8.8970, -2.9740], [-7.6934, -8.8633, -1.5809], [-10.1685, -7.8276, -2.6641], [-7.9252, -8.3442, -4.4189], [-9.3698, -10.5521, -3.2289], [-12.6272, -0.9792, 1.6481], [-11.5385, -0.9418, 3.0496], [-14.0119, 0.0859, 1.9463], [-11.7563, -0.4255, 0.2081], [-13.2042, -2.6370, 1.3934], [-1.8248, 3.6505, -5.0729], [-1.5137, 5.3895, -5.2076], [-0.4772, 2.7512, -5.8031], [-1.9721, 3.2051, -3.3674], [-3.3285, 3.2522, -5.9217], [2.3917, 1.0348, 4.3886], [2.8669, 2.6126, 3.7367], [3.7161, -0.1206, 4.1654], [2.0260, 1.1899, 6.1155], [0.9539, 0.4579, 3.5279], [1.9724, 6.4766, 2.2581], [2.0554, 8.0546, 1.4540], [0.6065, 6.4604, 3.3865], [1.7483, 5.2049, 1.0427], [3.4797, 6.1874, 3.1470], [-4.1642, 0.3395, 6.5434], [-3.9655, -0.6505, 7.9992], [-3.0829, -0.2574, 5.2683], [-5.8402, 0.2365, 5.9802], [-3.7664, 2.0252, 6.9155], [9.9282, 5.9498, -10.7332], [11.4404, 5.0725, -11.0250], [9.5225, 6.9169, -12.1626], [8.6243, 4.7907, -10.4153], [10.1259, 7.0207, -9.3344], [-18.0195, 1.6086, 1.6076], [-17.1952, 0.8337, 0.2440], [-17.2318, 3.1542, 1.9721], [-19.7176, 1.8947, 1.1877], [-17.9314, 0.5515, 3.0278], [10.8535, 4.0230, 4.2666], [10.9536, 3.3929, 2.6128], [9.1760, 4.4720, 4.6272], [11.3901, 2.7780, 5.4096], [11.8927, 5.4512, 4.4181], [-12.9376, -6.6038, 3.2608], [-12.8044, -7.6200, 4.7076], [-11.8607, -7.2289, 1.9993], [-14.6105, -6.6276, 2.6736], [-12.4782, -4.9398, 3.6622], [0.6031, 8.6759, -7.0269], [-1.0717, 8.3509, -7.5082], [0.6301, 9.9775, -5.8242], [1.3106, 7.2096, -6.3265], [1.5422, 9.1648, -8.4482], [2.9364, 7.6060, 7.1457], [2.6609, 6.0657, 6.3167], [3.0063, 7.3360, 8.8967], [4.4681, 8.3027, 6.5914], [1.6109, 8.7223, 6.7719], [-8.6581, 2.9420, 6.3042], [-8.0555, 2.2752, 7.8326], [-9.7881, 4.2649, 6.6415], [-7.2972, 3.5571, 5.3494], [-9.4918, 1.6700, 5.3925], [5.9441, 10.9451, 4.0910], [6.4256, 12.5051, 3.4010], [7.2608, 9.7757, 3.8861], [5.5953, 11.1430, 5.8174], [4.4940, 10.3524, 3.2611]],
  "forces_ev_per_a": [[1.02, 0.60, 0.55], [0.30, -1.78, -0.13], [-0.48, 0.32, -1.37], [1.13, 0.67, 1.19], [0.24, -0.71, 1.12], [-0.92, 0.00, 0.64], [0.77, -0.67, 1.07], [-0.26, -0.32, 0.44], [-1.48, -2.63, -0.79], [0.79, -0.97, 0.34], [1.48, 0.20, 0.83], [1.11, -0.01, -0.60], [0.71, 2.43, 0.14], [-1.70, 0.58, -0.76], [-1.39, 0.35, -0.33], [0.14, -1.57, -1.03], [0.12, 0.28, -0.15], [-0.68, 0.77, 0.64], [-0.34, -0.68, 0.34], [-0.53, 0.72, -1.21], [-0.54, 1.14, -1.16], [2.09, -0.46, 0.66], [-1.44, -1.08, -1.73], [0.69, 0.03, 0.90], [-0.55, 0.04, -0.24], [0.65, -0.29, 0.04], [-0.33, -0.13, -1.10], [-0.85, -0.78, 0.34], [-0.35, 0.62, 0.64], [-0.60, -0.11, 0.38], [-0.90, -0.79, -0.18], [-0.84, 0.83, -0.30], [0.83, -0.69, 0.32], [0.34, 0.98, -0.12], [0.51, -0.94, 0.27], [-0.17, 0.17, 1.05], [0.41, 1.10, 0.29], [-0.46, 1.01, -0.11], [-0.47, -0.92, -0.15], [0.82, 0.16, -0.44], [-0.67, -0.04, -0.64], [-0.31, 0.72, 0.71], [0.24, 1.02, 0.36], [0.47, -0.59, 0.59], [-0.64, -0.51, -0.59], [0.58, 0.74, -0.83], [0.64, -0.32, -0.38], [0.67, 0.83, -0.18], [0.24, 0.34, -0.29], [-0.04, 0.01, -0.05], [-0.11, 0.00, -0.11], [0.13, -0.11, -0.03], [-0.07, -0.06, 0.16], [0.06, 0.17, 0.03], [0.08, -0.07, 0.02], [0.05, 0.14, 0.12], [-0.04, 0.05, -0.19], [-0.17, -0.18, 0.07], [0.08, -0.20, 0.06], [-0.13, 0.04, 0.01], [0.01, -0.04, 0.99], [-0.13, -0.06, -0.33], [-0.14, -0.08, -0.62], [0.17, 0.35, -0.07], [-0.07, 0.22, 0.00], [0.08, 0.01, -0.12], [0.02, 0.08, 0.15], [0.42, -0.73, 0.32], [-0.10, -0.06, -0.03], [0.36, 0.19, 0.05], [0.25, 0.32, -0.22], [-0.04, 0.10, 0.11], [-0.07, -0.10, 0.01], [-0.64, -0.01, -0.26], [0.02, 0.04, 0.01], [-0.05, 0.18, 0.15], [0.01, 0.07, -0.13], [-0.25, -0.23, 0.00], [0.15, -0.24, 0.03], [-0.02, 0.05, -0.06], [0.02, 0.16, 0.09], [-0.02, 0.02, -0.97], [-0.16, -0.09, 0.08], [0.18, -0.21, 0.52], [-0.05, 0.02, -0.04], [-0.07, -0.08, -0.17], [0.15, -0.10, -0.01], [-0.09, -0.06, 0.16], [0.07, 0.17, 0.03], [-0.05, 0.08, -0.18], [-0.06, -0.06, -0.10], [0.14, -0.12, 0.01], [-0.23, -0.05, 0.18], [0.07, 0.30, -0.06], [-0.20, 0.08, 0.20], [-0.02, -0.23, -0.02], [-0.04, 0.04, 0.04], [-0.08, 0.18, -0.29], [0.19, 0.02, 0.05], [0.13, 0.01, 0.04], [-0.05, -0.08, 0.05], [-0.18, 0.11, 0.00], [0.02, -0.01, -0.20], [0.02, 0.37, 0.35], [0.00, -0.02, 0.00], [0.00, -0.15, 0.08], [0.14, 0.00, -0.14], [0.00, 0.12, 0.12], [-0.09, 0.05, -0.32], [-0.12, 0.10, 0.14], [-0.01, 0.10, -0.18], [0.15, 0.23, 0.79], [0.25, -0.09, -0.02], [-0.04, -0.19, -0.07], [-0.03, -0.01, -0.02], [-0.16, 0.09, 0.00], [0.04, -0.09, 0.14], [0.16, 0.19, -0.47], [-0.01, -0.08, -0.16], [-0.02, 0.00, -0.02], [-0.10, 0.08, 0.13], [-0.07, -0.16, -0.03], [0.18, -0.03, 0.05], [0.01, 0.10, -0.14], [0.01, -0.07, -0.02], [0.22, 0.10, 0.98], [0.15, -0.04, -0.03], [-0.06, 0.13, -0.09], [-0.11, -0.14, -0.02], [0.06, 0.02, 0.02], [-0.01, 0.09, -0.14], [-0.13, 0.05, 0.12], [0.15, 0.01, 0.05], [-0.08, -0.35, 0.11], [0.02, 0.02, -0.01], [0.16, 0.02, 0.06], [-0.01, -0.14, -0.12], [-0.04, 0.17, -0.08], [-0.10, -0.05, 0.15], [0.04, -0.10, -0.01], [-0.04, 0.08, 0.35], [-0.01, 0.04, -0.17], [-0.29, -0.26, 0.14], [0.14, -0.10, 0.01], [0.02, 0.03, 0.01], [-0.11, 0.11, -0.11], [0.11, -0.15, -0.04], [-0.15, -0.05, 0.09], [0.10, 0.11, 0.07], [-0.03, 0.03, -0.03], [-0.05, -0.17, 0.07], [-0.14, 0.09, 0.03], [0.18, 0.25, -0.25], [0.14, 0.02, 0.10]],
  "lowdin_charge": [-0.0750, -0.0428, -0.5686, 0.1275, 0.0885, -0.0254, -0.1169, -0.0778, -0.1838, 0.0504, -0.2327, -0.0664, -0.0352, -0.0547, -0.1152, -0.3268, -0.0946, -0.0679, -0.3422, -0.1197, -0.0087, -0.2302, 0.7173, -0.3529, -0.2869, 0.0983, 0.0933, 0.1055, 0.1026, 0.0803, 0.1326, 0.1180, 0.1086, 0.0768, 0.0775, 0.0833, 0.1066, 0.0910, 0.1058, 0.0397, 0.0638, 0.0765, 0.0398, 0.0895, 0.0256, 0.1265, -0.0253, 0.0025, -0.0995, -2.0365, 0.5134, 0.5446, 0.5201, 0.5198, -2.0120, 0.5464, 0.5248, 0.5166, 0.5067, -1.9876, 0.4733, 0.5065, 0.5057, 0.4915, -2.0103, 0.5187, 0.5335, 0.5954, 0.5052, -2.0116, 0.4495, 0.5174, 0.5012, 0.5404, -1.9987, 0.4911, 0.5194, 0.5337, 0.4644, -1.9998, 0.5294, 0.4638, 0.5176, 0.4930, -2.0374, 0.4952, 0.5146, 0.5207, 0.5202, -2.0174, 0.5041, 0.5120, 0.5096, 0.4980, -2.0124, 0.5027, 0.5333, 0.6046, 0.5316, -2.0074, 0.5053, 0.5366, 0.5342, 0.6091, -2.0251, 0.5184, 0.5160, 0.5181, 0.4813, -2.0096, 0.5343, 0.5098, 0.5084, 0.5283, -2.0300, 0.5103, 0.5216, 0.4908, 0.5056, -2.0476, 0.5058, 0.5147, 0.5174, 0.5120, -2.0240, 0.4643, 0.5159, 0.5200, 0.5213, -2.0265, 0.5224, 0.5068, 0.5215, 0.4790, -2.0425, 0.5101, 0.5178, 0.4988, 0.5187, -2.0224, 0.4839, 0.5258, 0.4881, 0.5229, -2.0432, 0.5026, 0.5239, 0.5070, 0.5073, -2.0365, 0.5236, 0.5171, 0.4921, 0.5008]
}